DFT (ωB97M-V/def2-TZVPD) results for C44H37GeN5O2V as an isolated structure.

ΔE to the lowest compared entry with this formula, charge and spin = 31.7 kcal per mole
LUMO level (alpha / beta) = -4.0 / -4.4 eV
gap between HOMO and LUMO (alpha / beta) = 0.2561 / 0.2427 Eh
total energy = -5143.83774 Eh

Structure (ORCA input):
```
! wB97M-V def2-TZVPD RIJCOSX def2/J DEFGRID3
* xyz 1 3
V 0.146 -0.326 1.046
C -0.389 4.965 2.102
C 0.344 4.202 1.202
C 0.178 2.830 1.161
C -0.754 2.220 2.009
C -1.488 2.989 2.914
C -1.299 4.357 2.956
N -0.928 0.841 1.909
N -2.011 0.356 2.391
C -2.157 -0.991 2.222
C -3.353 -1.616 2.600
C -3.512 -2.967 2.370
C -2.500 -3.700 1.759
C -1.307 -3.083 1.389
C -1.115 -1.740 1.626
H -0.266 6.038 2.123
H 1.045 4.681 0.534
H 0.741 2.217 0.455
H -2.209 2.496 3.549
H -1.874 4.952 3.649
H -4.140 -1.025 3.047
H -4.422 -3.463 2.670
H -2.643 -4.752 1.563
H -0.541 -3.670 0.889
O -0.476 -0.730 -0.762
C 0.736 -0.903 -1.020
O 1.592 -0.465 -0.198
C 1.158 -1.542 -2.303
C 1.134 -0.440 -3.367
Ge -0.679 0.282 -3.927
C -0.340 2.108 -4.622
C -1.171 2.669 -5.586
C -0.995 3.977 -6.002
C -0.004 4.760 -5.435
C 0.812 4.224 -4.453
C 0.645 2.910 -4.055
C -2.096 0.606 -2.566
C -1.943 1.637 -1.646
C -2.897 1.849 -0.666
C -4.011 1.025 -0.593
C -4.199 0.036 -1.543
C -3.249 -0.162 -2.531
C -1.382 -1.010 -5.251
C -1.406 -0.693 -6.603
C -1.984 -1.549 -7.523
C -2.532 -2.749 -7.104
C -2.465 -3.104 -5.767
C -1.896 -2.240 -4.848
H 0.457 -2.338 -2.555
H 2.170 -1.935 -2.183
H 1.573 -0.832 -4.286
H 1.769 0.382 -3.033
H -1.962 2.073 -6.018
H -1.637 4.393 -6.764
H 0.130 5.784 -5.751
H 1.576 4.835 -3.995
H 1.298 2.503 -3.294
H -1.085 2.298 -1.721
H -2.799 2.681 0.020
H -4.741 1.180 0.189
H -5.094 -0.573 -1.532
H -3.410 -0.918 -3.286
H -0.962 0.234 -6.939
H -2.021 -1.275 -8.566
H -3.008 -3.408 -7.814
H -2.869 -4.049 -5.438
H -1.848 -2.524 -3.804
C 3.244 0.671 3.783
C 2.048 0.673 3.084
N 1.507 -0.435 2.568
C 2.139 -1.593 2.784
C 3.333 -1.703 3.498
C 3.908 -0.524 3.982
C 3.995 -2.993 3.708
C 4.594 -3.377 4.839
C 4.550 -2.681 6.129
C 3.386 -2.081 6.619
C 3.470 -1.491 7.870
N 4.592 -1.487 8.570
C 5.634 -2.101 8.038
N 5.662 -2.700 6.863
H 3.649 1.600 4.153
H 1.517 1.606 2.932
H 1.660 -2.484 2.387
H 4.863 -0.553 4.486
H 4.024 -3.655 2.852
H 5.157 -4.300 4.853
H 2.465 -2.097 6.058
H 2.618 -1.004 8.329
H 6.547 -2.109 8.617
*
```

Atomic partial charges in e from the Löwdin method, atoms 1 to 5:
1 V 0.98
2 C -0.05
3 C -0.05
4 C -0.05
5 C -0.28